DFT (wB97M-V/def2-TZVPD) results for a 2-piece molecular cluster, C4H12NO2 overall.

Last column: natural (NBO) charge in e.
Atoms and positions in Å:
O 0.708 -2.220 1.986  -0.49
C 0.152 -1.265 2.452  0.43
C -0.098 -0.019 1.595  -0.34
N 0.099 -0.404 0.180  -0.53
C 1.077 0.451 -0.640  -0.19
C 0.449 1.789 -0.946  -0.64
H -0.223 -1.254 3.481  0.17
H -1.107 0.341 1.762  0.25
H 0.663 0.707 1.875  0.25
H -0.796 -0.350 -0.317  0.47
H 0.364 -1.400 0.177  0.46
H 1.285 -0.185 -1.490  0.23
H 1.981 0.464 -0.045  0.22
H 0.204 2.285 -0.014  0.22
H -0.419 1.685 -1.589  0.23
H 1.177 2.400 -1.484  0.26
H -2.333 -0.393 -2.372  0.50
H -1.485 -1.640 -2.645  0.50
O -1.699 -0.993 -1.966  -0.98

Atoms 1-2, force components in eV/Å:
-0.053 -0.010 -0.112
-0.142 -0.062 -0.161

## Properties
Energy above the lowest of the compared OMol25 structures with the same formula, charge and spin   25.8 kcal per mole
Total charge   +1
E_LUMO   -3.2 eV